(1)
Computed, not measured: a cluster of 2 separate species, C4H11NS2 in total in a non-equilibrium geometry, with ωB97M-V/def2-TZVPD.

Structure (XYZ):
```
18
Properties=species:S:1:pos:R:3:forces:R:3:nbo_charge:R:1
C 0.30944 -1.52020 -1.21628 -0.2 -0.3 0.1 -0.045
N -0.06166 -1.15617 -0.06604 0.8 0.8 -0.2 -0.419
C 0.81360 -1.53710 1.04154 -0.8 -0.6 0.2 -0.244
C 1.72019 -0.37473 1.40794 0.0 -0.1 -0.2 -0.605
H 1.03581 -2.33111 -1.35579 0.3 0.3 0.0 0.138
H -0.11583 -1.05800 -2.10196 -0.4 -0.2 0.0 0.188
H 0.17019 -1.79188 1.88829 0.1 0.0 0.1 0.195
H 1.39533 -2.43758 0.80225 0.1 0.1 -0.1 0.168
H 2.34430 -0.64505 2.25860 0.0 0.1 0.0 0.215
H 2.36594 -0.13378 0.56118 0.0 0.0 0.1 0.205
H 1.13233 0.50902 1.65180 0.0 0.0 0.1 0.213
C -1.09361 2.56588 -0.80629 -0.1 0.1 -0.2 -0.747
S -1.95439 1.35805 -1.84140 -0.1 -0.1 0.2 0.076
S -3.14788 0.40352 -0.45283 0.1 0.2 -0.2 -0.165
H -1.81507 3.16801 -0.25941 0.0 -0.1 0.1 0.225
H -0.54480 3.22184 -1.48511 0.0 -0.1 0.0 0.224
H -0.39410 2.07058 -0.13726 -0.1 0.0 0.1 0.219
H -2.15978 -0.31131 0.11077 0.1 -0.1 0.0 0.160
```
Positions in Å, forces in eV/Å.

Values from the calculation:
Kohn-Sham gap: 9.367 eV
Total energy: -27486.216 eV
LUMO level: 0.028 hartree
Charge: 0
Energy relative to the best compared isomer or geometry (same formula, charge and spin): 101.2 kJ/mol

---

(2)
Computed, not measured: a cluster of 2 separate species, C4H6O2 in total, with ωB97M-V/def2-TZVPD.

Structure (XYZ):
```
12
Properties=species:S:1:pos:R:3:forces:R:3:nbo_charge:R:1
C -0.91321 2.36365 -0.13596 0.1 0.0 -0.1 -0.792
C 0.23636 2.09429 -0.70310 0.6 -0.1 -0.2 0.717
O 1.27127 1.83891 -1.18604 -0.9 0.2 0.4 -0.479
H -1.55291 3.13419 -0.54267 0.1 -0.1 0.0 0.263
H -1.20536 1.77229 0.72477 0.1 0.1 -0.1 0.289
C 0.29648 -2.14833 -0.08448 -0.1 -0.1 0.0 -0.725
C 0.30821 -0.88627 0.72737 0.0 0.1 0.1 0.444
O -0.63069 -0.46418 1.36058 0.3 -0.2 -0.2 -0.534
H 0.55679 -1.91995 -1.12594 0.0 0.0 0.2 0.239
H -0.68938 -2.61020 -0.03629 0.1 0.0 0.0 0.233
H 1.05370 -2.84631 0.29410 -0.1 0.2 0.0 0.237
H 1.26876 -0.32810 0.70767 -0.1 0.0 0.1 0.109
```
Positions in Å, forces in eV/Å.

Values from the calculation:
Kohn-Sham gap: 10.138 eV
Total energy: -8338.732 eV
LUMO level: 0.033 hartree
Charge: 0
Energy relative to the best compared isomer or geometry (same formula, charge and spin): 166.9 kJ/mol

---

(3)
Computed, not measured: a structure of composition CH3BrCl2OSi in a non-equilibrium geometry, with ωB97M-V/def2-TZVPD.

Structure (XYZ):
```
9
Properties=species:S:1:pos:R:3:forces:R:3:nbo_charge:R:1
C 0.45173 1.48991 -0.31601 -2.2 -2.0 0.8 -0.246
O 0.81379 0.23019 -0.78437 -1.0 -4.4 2.0 -0.759
Si -0.25143 -1.43497 0.28128 2.0 2.7 -2.9 1.380
Cl -0.32823 -3.02065 -0.98896 0.2 0.4 0.1 -0.325
Cl 0.66733 -2.00399 1.94650 0.3 0.1 0.5 -0.310
Br -2.21689 -0.63241 0.56318 -0.5 0.2 0.2 -0.226
H 0.93288 1.83406 0.57037 0.7 0.2 0.7 0.156
H -0.62998 1.42312 -0.15049 -0.1 0.8 0.4 0.149
H 0.56080 2.11473 -1.12150 0.6 2.0 -1.8 0.181
```
Positions in Å, forces in eV/Å.

Values from the calculation:
Kohn-Sham gap: 9.520 eV
Total energy: -106100.652 eV
LUMO level: -0.009 hartree
Charge: 0
Energy relative to the best compared isomer or geometry (same formula, charge and spin): 216.2 kJ/mol

---

(4)
Computed, not measured: a cluster of 2 separate species, C9H8ClFO11S in total in a non-equilibrium geometry, with ωB97M-V/def2-TZVPD.

Structure (XYZ):
```
31
Properties=species:S:1:pos:R:3:forces:R:3:nbo_charge:R:1
C 3.17409 -1.11845 -0.12330 0.1 0.0 -0.2 -0.761
C 2.23564 -2.19337 -0.56482 0.1 -1.2 0.8 0.794
O 2.03856 -3.18432 0.09224 0.1 0.4 -0.7 -0.560
O 1.57243 -2.05318 -1.76972 -0.5 0.5 0.6 -0.548
C 1.18016 -0.73975 -2.05676 1.2 1.3 -1.3 0.808
O 1.91037 -0.01692 -2.68757 -0.7 -1.0 0.5 -0.506
C -0.16882 -0.28709 -1.57566 0.1 -1.0 0.2 -0.564
C -0.29696 -0.47165 -0.05513 -0.8 1.1 -0.4 0.003
O 0.17067 0.77605 0.49152 -0.5 -0.6 0.3 -0.662
S -1.07763 1.79796 0.65319 0.5 2.0 -0.6 2.517
O -1.01962 2.38967 1.90983 -0.4 -0.6 1.1 -0.771
O -1.25028 2.58527 -0.50070 0.0 -0.3 -0.9 -0.878
O -2.32036 0.64531 0.47971 0.9 -0.3 -0.4 -0.669
C -1.69843 -0.56965 0.52616 0.0 -0.4 1.9 0.369
Cl -1.33617 -0.81154 2.39761 0.0 -0.3 0.1 -0.173
C -2.55199 -1.78500 0.25164 0.2 0.1 -0.6 -0.616
C -2.54596 -2.21099 -1.17801 -1.2 0.7 -0.4 0.848
O -3.25345 -1.82148 -2.05270 0.2 -0.2 0.1 -0.543
F -1.63603 -3.15679 -1.42819 0.5 -0.4 0.0 -0.337
H 2.64282 -0.42629 0.51815 -0.2 0.4 0.1 0.278
H 3.93604 -1.57263 0.48403 0.2 -0.3 0.3 0.246
H 3.65020 -0.58992 -0.93407 -0.1 0.3 -0.2 0.249
H -0.95201 -0.77745 -2.14398 0.0 -0.3 -0.1 0.248
H -0.21824 0.76024 -1.80811 -0.2 0.5 0.0 0.295
H 0.19847 -1.32921 0.36909 0.8 0.0 0.0 0.236
H -3.55533 -1.54343 0.55932 -0.4 0.1 0.0 0.265
H -2.17795 -2.60045 0.84903 0.2 -0.2 0.2 0.261
C 0.82425 5.09598 2.33460 0.7 -1.0 -0.4 0.920
O 0.15374 6.03882 2.87896 -0.1 0.1 0.0 -0.901
O 1.65399 4.35267 3.02202 -0.3 0.4 0.2 -0.921
O 0.71780 4.81756 1.06160 -0.3 0.2 0.1 -0.926
```
Positions in Å, forces in eV/Å.

Values from the calculation:
Kohn-Sham gap: 1.652 eV
Total energy: -58056.708 eV
LUMO level: 0.144 hartree
Charge: -2